C39H103F2N6O10PS2 | the ωB97M-V functional and the def2-TZVPD basis

Charge ... +4
Lowest unoccupied orbital energy ... -8.2 eV
HOMO energy ... -16.27 eV
Max |F| ... 4.679 eV/A
Energy ... -107887.5248 eV

Geometry as XYZ:
```
163
Properties=species:S:1:pos:R:3:forces:R:3
S 1.550370 -3.724924 -4.332820 -4.048 0.656 -2.252
S 3.488090 -4.147475 -2.755184 4.019 -0.289 -0.661
P -1.499528 -0.434270 3.225280 0.215 -0.601 1.339
F 5.012241 -3.694108 -3.065147 -0.186 0.350 0.283
F 1.311879 -3.993622 -5.879076 0.491 0.225 0.180
O -0.954177 3.388504 -5.455996 0.090 0.427 0.694
O -2.670840 -2.513182 -1.900862 -0.011 0.014 0.567
O 3.688623 -5.495135 -2.387739 -1.064 -0.273 -0.070
O 4.625311 0.443152 -3.424193 -0.042 0.006 -0.164
O -1.509767 0.388013 0.017917 -0.780 1.210 0.441
O 0.743031 -4.722277 -3.718387 0.753 -0.415 0.767
O 3.881062 -2.611754 2.859734 0.382 -0.263 0.132
O 1.068389 -2.375492 -4.170464 0.616 0.163 0.118
O -2.185886 6.641956 -0.463561 0.489 -0.162 -0.363
O 3.065565 -3.192482 -1.785950 -0.865 0.382 -0.093
N -4.380120 -0.741375 -0.762588 0.258 0.001 0.036
N -2.845699 3.015075 0.296901 0.013 -0.005 0.044
N 4.506191 -1.608312 -5.302389 0.280 -0.789 -0.206
N 3.096618 -3.856305 -4.324956 0.079 -0.512 2.055
N 0.027420 5.934177 -6.236179 -0.096 0.382 0.632
N 4.276594 -2.870520 5.529370 -1.278 0.239 -0.929
C 0.163215 3.472630 -6.277002 0.435 -0.278 -1.279
C -2.914775 5.534752 -0.036151 -0.443 0.017 -0.016
C -0.550113 -4.780986 1.182031 0.430 0.404 -0.282
C -4.439380 -1.027682 -2.263060 -0.421 -0.553 0.630
C -5.541046 0.456952 3.612538 0.590 0.119 -0.439
C 0.544087 1.592984 -0.627567 -0.877 0.412 -0.006
C -2.027314 -3.747577 -2.171837 0.827 -0.596 -1.318
C -3.966473 -2.452026 -2.419597 -0.050 -0.339 -0.275
C -2.213983 4.214194 -0.367037 0.422 -0.064 -0.003
C 3.582806 0.461481 4.159300 -0.271 -0.182 -0.339
C -0.404868 0.413844 -0.827851 -0.146 -1.296 -0.487
C -2.141196 3.983949 -1.855793 0.263 0.141 -0.651
C 1.201814 0.140230 3.268565 0.771 0.674 0.574
C 6.671913 -3.461419 5.183971 -0.067 -0.252 -0.165
C -1.067571 2.139017 -4.774421 -0.471 -0.042 -0.623
C 0.345505 -0.927471 -0.830259 0.776 0.493 -0.510
C 1.381117 4.820115 -7.984673 0.121 -0.107 -0.293
C -1.896374 -4.119875 1.432764 -0.425 -0.816 0.627
C -3.701177 0.041176 -3.016454 -0.329 0.971 -0.199
C -3.132745 0.249978 2.860096 -0.229 -0.430 -0.826
C -4.332654 -0.492736 3.476152 -0.258 0.375 0.374
C -1.509230 -0.986976 4.948952 0.212 -0.048 0.411
C 0.125305 4.729353 -7.134727 0.291 -0.289 -0.145
C 2.579511 -0.514328 -6.361363 -0.244 -0.082 -0.476
C -0.185189 0.804406 3.167674 0.437 -0.202 -1.460
C 3.393134 0.116193 -4.040919 0.562 -0.438 1.017
C 2.282043 1.143414 3.744678 -0.761 -0.407 0.149
C 5.454085 -2.775453 4.584823 0.893 -0.658 0.350
C -0.979146 6.892896 0.243363 0.041 -0.160 0.303
C 3.563515 -2.766407 1.503488 -0.749 0.520 -1.919
C 3.760201 -0.323788 -5.435456 0.201 0.264 -0.238
C -1.744374 0.127388 5.966382 -0.240 0.194 0.402
C -6.587545 0.082107 4.654536 -0.701 0.297 -0.073
C -1.421427 -0.267169 7.409946 -0.697 -0.420 0.161
C -1.071128 -1.932770 2.325640 0.213 0.351 -1.018
C 5.023342 -3.350361 3.267775 -0.381 -0.823 -0.626
C -1.552911 0.895312 8.374955 0.257 1.295 -0.352
C -1.896564 -3.188582 2.644203 -0.399 0.761 -0.343
C 4.513277 0.752182 -2.050506 0.029 -0.284 -0.012
H -3.753729 -0.121677 -4.092369 -0.010 -0.304 0.043
H 0.141662 -4.106118 0.662748 -0.101 0.061 -0.014
H 0.011583 -2.078679 2.378044 -0.038 -0.070 0.489
H -6.299120 -0.685297 5.370951 0.213 -0.103 -0.181
H -0.336120 1.623858 3.867496 -0.100 -0.236 0.290
H -2.172939 -1.018463 7.677666 0.246 -0.174 0.088
H 2.757608 -2.079185 1.227821 -0.071 0.048 0.504
H -3.834390 5.596351 -0.625532 -0.180 -0.133 0.291
H -0.750060 4.740826 -7.781545 -0.196 0.014 0.249
H -2.796854 3.094314 1.312996 -0.045 0.058 -0.016
H -1.684651 0.641475 9.422303 0.155 -0.287 -0.035
H -0.357639 -1.731032 -1.038232 0.061 -0.156 0.369
H -4.024506 -2.754573 -3.472883 0.143 0.166 -0.027
H 7.202160 -2.781238 5.844757 0.080 -0.215 0.171
H 2.701618 0.963828 -3.975600 -0.040 0.011 -0.431
H 2.819297 -0.470617 -7.425309 0.367 0.114 0.099
H -5.994688 0.551353 2.618739 -0.155 0.048 0.084
H 1.260525 1.654382 -1.448082 0.223 -0.021 0.198
H 3.943183 1.675305 -1.901772 0.108 0.068 0.036
H -1.662709 -3.740493 -3.205430 -0.188 0.001 -0.026
H 5.839248 -3.386182 2.536994 0.038 0.877 0.036
H -2.650832 -4.878954 1.665439 0.168 -0.170 -0.125
H -0.219854 1.235637 2.161352 -0.322 0.081 0.031
H -4.928706 -1.425793 -0.238937 -0.010 -0.078 -0.119
H -1.250038 1.071312 5.722335 0.186 -0.122 -0.117
H -5.131762 1.450931 3.820721 -0.090 -0.010 0.194
H 3.300583 -0.314516 4.880074 0.244 0.232 0.321
H -0.227683 1.967863 -4.098202 0.025 -0.122 -0.066
H 3.204319 -3.738572 1.148010 0.239 -0.301 0.697
H -0.691575 1.567054 8.277091 0.175 -0.266 0.249
H -0.744770 0.432667 -1.891273 -0.008 0.511 0.059
H 4.354143 -2.471435 0.802554 0.416 -0.135 0.480
H 2.247665 5.188805 -7.432272 -0.051 0.054 0.042
H 3.916254 -2.362622 -4.881028 -0.145 -0.134 0.011
H -1.594044 3.091547 -2.162514 -0.221 -0.237 0.332
H 1.029880 1.618834 0.350929 0.231 -0.320 -0.093
H 4.279825 1.180553 4.583373 0.002 -0.111 0.208
H -4.786231 0.174361 -0.586776 0.145 0.035 0.142
H -0.215406 6.793183 -6.736891 0.015 -0.066 -0.084
H 4.090339 -0.078373 3.357874 -0.139 0.219 -0.226
H 1.848850 1.605011 4.637341 0.256 0.385 -0.094
H -1.222284 4.211814 0.089001 0.062 0.107 -0.205
H 4.373970 -2.263680 6.342119 -0.013 -0.182 0.137
H -2.010160 2.135076 -4.232011 0.098 0.311 0.173
H 5.616370 -1.702512 4.497215 -0.015 0.012 -0.193
H 4.502665 0.371390 -5.829653 -0.210 0.207 -0.059
H -0.659776 5.796390 -5.487188 -0.254 -0.159 -0.285
H -6.878601 0.953248 5.242157 0.138 0.028 0.006
H 2.095006 -1.480937 -6.221995 -0.159 0.186 0.301
H -3.822367 2.849932 0.053428 -0.004 0.299 -0.137
H -1.593055 4.793912 -2.339821 -0.080 0.222 0.296
H 1.160932 3.415329 -5.806138 -0.345 0.067 0.618
H 5.533366 0.848677 -1.689698 -0.061 0.221 0.135
H 4.786090 -4.428487 3.295469 -0.225 0.108 0.582
H 1.641009 3.822914 -8.341820 -0.039 -0.013 0.026
H 0.999897 -1.093427 0.032790 -0.496 -0.128 0.344
H 4.787147 -1.974207 -6.214921 0.028 0.105 -0.011
H -2.366785 1.584521 8.119603 -0.302 -0.455 -0.059
H -4.249017 0.980936 -2.861369 0.158 0.053 -0.026
H -4.108982 -0.863044 4.476482 0.135 -0.101 -0.071
H -0.044299 -5.044757 2.113152 -0.192 -0.274 0.024
H -1.215145 7.102213 1.290241 0.180 0.125 0.005
H 1.860052 0.283026 -6.173794 -0.122 -0.139 0.036
H -3.401968 -0.772118 -0.412095 0.370 0.361 -0.224
H -2.662167 0.213723 -2.739607 0.011 -0.431 0.250
H 0.184294 2.656492 -7.014838 -0.165 -0.071 0.124
H -2.657635 -4.635149 -2.074426 -0.265 0.225 0.348
H -0.476586 7.735998 -0.219543 -0.265 0.197 0.042
H -1.188858 1.351694 -5.525326 0.453 -0.169 0.130
H -0.263922 6.061804 0.196874 -0.160 -0.083 -0.007
H 1.537075 -0.216638 2.293646 -0.347 -0.426 0.030
H 3.491112 -2.550252 4.939478 0.067 0.468 0.269
H 7.352116 -3.800110 4.402832 0.065 0.333 -0.093
H -1.113055 -3.886395 -1.598621 -0.238 0.344 0.437
H 6.396204 -4.388751 5.690062 -0.042 0.147 0.251
H -2.256049 -3.642860 0.517642 0.049 0.350 0.151
H -2.924321 -2.879615 2.868488 -0.021 -0.067 -0.145
H -5.513534 -0.980155 -2.449419 0.069 -0.044 -0.435
H -3.170015 1.311851 3.113178 0.264 -0.038 0.286
H -0.070267 2.502787 -0.658187 0.222 0.057 -0.102
H 2.411851 1.895273 2.964800 0.180 0.145 0.166
H -4.589868 -1.345761 2.846722 0.008 -0.141 0.168
H 3.943632 -3.804497 5.785262 0.838 -0.199 0.307
H -2.300195 2.140288 0.040875 0.269 -0.838 0.138
H 4.022053 -0.058474 -1.497512 -0.030 -0.021 -0.073
H -2.818372 0.345254 5.970512 0.045 0.203 -0.149
H -0.441075 -0.739544 7.506199 0.029 0.026 -0.107
H -3.159201 5.591341 1.036280 0.043 0.020 -0.027
H 1.237495 5.417335 -8.883287 0.011 0.202 0.130
H -3.132993 4.000757 -2.316128 -0.044 -0.168 0.100
H 0.906839 6.109597 -5.740882 0.134 -0.033 -0.277
H -1.580755 -3.701485 3.553556 0.317 -0.047 -0.122
H 1.199508 -0.667099 4.006808 -0.042 -0.203 -0.231
H -0.555010 -1.510448 5.087257 0.147 0.317 0.064
H 2.951320 -0.727236 -3.486949 -0.302 0.109 -0.164
H -3.202260 0.193155 1.767456 0.159 0.202 -0.019
H 1.060461 -0.937220 -1.663589 -0.153 -0.034 -0.086
H -2.227317 -1.786458 5.146109 -0.178 0.067 -0.389
H 5.348821 -1.570415 -4.722957 -0.077 0.425 0.054
H -1.173172 -1.678916 1.263051 -0.315 0.087 0.041
H -7.511135 -0.221798 4.162709 0.047 -0.305 0.115
H -0.642940 -5.656264 0.542419 0.004 -0.108 0.136
H -4.639631 -3.142241 -1.885931 0.004 0.065 0.047
```
Positions in Å, forces in eV/Å.